[1]
ORCA calculation (wB97M-V/def2-TZVPD) on C22H21FN2O4S in the gas phase.

Last column: Löwdin charge in e.
Element x y z (Å)
N: -4.734 -1.371 -0.601  -0.063
H: -5.301 -1.927 -1.222  0.072
H: -5.060 -1.460 0.351  0.067
S: -4.752 0.246 -1.090  0.624
O: -5.840 0.931 -0.452  -0.299
O: -4.690 0.226 -2.521  -0.297
C: -3.211 0.823 -0.416  -0.300
C: -3.193 1.391 0.841  -0.055
C: -1.991 1.841 1.357  -0.023
C: -0.809 1.733 0.626  -0.209
C: -0.858 1.153 -0.638  -0.015
C: -2.057 0.698 -1.160  -0.049
H: -2.119 0.262 -2.144  0.121
H: 0.036 1.063 -1.233  0.110
C: 0.468 2.244 1.236  -0.111
H: 0.218 3.046 1.933  0.118
H: 0.923 1.439 1.822  0.120
C: 1.515 2.764 0.241  -0.158
N: 2.408 1.728 -0.218  0.078
C: 3.717 1.706 0.124  -0.437
O: 4.261 2.624 0.710  0.062
C: 4.487 0.501 -0.320  -0.051
C: 5.848 0.685 -0.536  -0.012
C: 6.666 -0.360 -0.921  -0.079
C: 6.121 -1.620 -1.083  -0.075
C: 4.772 -1.834 -0.856  -0.018
C: 3.943 -0.785 -0.476  -0.197
O: 2.606 -0.939 -0.234  -0.068
C: 2.048 -2.237 -0.114  -0.140
C: 0.664 -2.055 0.452  -0.199
C: -0.466 -2.376 -0.286  -0.021
C: -1.731 -2.175 0.236  -0.014
C: -1.843 -1.636 1.504  -0.274
C: -0.736 -1.296 2.259  0.000
C: 0.520 -1.511 1.723  -0.027
H: 1.400 -1.255 2.294  0.125
H: -0.864 -0.876 3.244  0.125
F: -3.074 -1.437 2.024  0.056
H: -2.623 -2.404 -0.324  0.096
H: -0.361 -2.790 -1.277  0.118
H: 2.004 -2.728 -1.095  0.133
H: 2.659 -2.847 0.565  0.140
H: 4.369 -2.827 -0.984  0.105
H: 6.743 -2.450 -1.383  0.106
H: 7.718 -0.194 -1.090  0.103
H: 6.245 1.677 -0.385  0.120
H: 2.003 0.893 -0.609  0.107
H: 2.152 3.507 0.729  0.119
H: 1.019 3.235 -0.614  0.127
H: -1.968 2.292 2.338  0.120
H: -4.117 1.486 1.387  0.118

Results
Largest force on an atom: 0.01596 Eh/bohr
E: -47878.2483 eV
Kohn-Sham gap: 9.574 eV
Multiplicity: 1


[2]
ORCA calculation (wB97M-V/def2-TZVPD) on C4H9N3S in the gas phase at a distorted geometry.

Last column: Löwdin charge in e.
Element x y z (Å)
C: 1.584 1.500 0.529  -0.394
C: 0.026 -0.660 -0.173  -0.619
C: -2.342 -0.255 -0.781  -0.151
C: -2.137 0.265 0.597  -0.138
H: 2.286 0.719 0.836  0.024
H: 0.916 1.784 1.360  0.044
H: 2.138 2.367 0.234  0.019
H: 2.380 -0.910 -0.923  0.038
H: 2.554 -2.442 -0.248  0.097
H: -2.002 0.397 -1.603  0.091
H: -3.175 -0.895 -1.020  0.098
H: -2.827 -0.004 1.390  0.105
H: -1.632 1.206 0.663  0.073
N: 0.809 -1.625 0.076  -0.023
N: 2.149 -1.501 -0.149  -0.024
N: -1.346 -0.852 0.091  -0.093
S: 0.619 0.907 -0.881  0.854

Results
Largest force on an atom: 0.02765 Eh/bohr
E: -19597.1351 eV
Kohn-Sham gap: 9.507 eV
Multiplicity: 1


[3]
ORCA calculation (wB97M-V/def2-TZVPD) on a 2-piece molecular cluster, C6H14NO overall at a distorted geometry.

Last column: Löwdin charge in e.
Element x y z (Å)
C: -2.021 -0.150 2.264  -0.115
C: -0.601 -0.674 2.053  -0.247
C: 0.193 0.239 1.100  -0.181
C: -0.101 0.274 -0.370  -0.368
C: -1.040 0.803 -1.082  0.040
C: 0.486 -1.984 -1.157  -0.153
N: 0.712 -0.712 -1.136  -0.134
H: -2.060 0.830 1.915  0.027
H: -2.696 -0.659 1.610  0.057
H: -2.528 -0.260 3.264  0.090
H: 0.023 -0.674 2.984  0.115
H: -0.686 -1.702 1.655  0.096
H: 0.159 1.340 1.476  0.148
H: 1.183 -0.166 1.265  0.104
H: -1.086 0.913 -2.169  0.074
H: -1.970 1.284 -0.503  0.112
H: 1.191 -2.772 -1.766  0.092
H: -0.509 -2.355 -0.627  0.075
H: 1.297 -0.271 -1.906  0.132
H: 2.929 2.263 -1.963  0.103
H: 1.387 2.271 -1.210  0.046
O: 2.112 1.738 -1.614  -0.114

Results
Largest force on an atom: 0.13356 Eh/bohr
E: -9982.2498 eV
Kohn-Sham gap (spin up / spin down): 5.780 / 9.956 eV
Multiplicity: 2


[4]
ORCA calculation (wB97M-V/def2-TZVPD) on a 2-piece molecular cluster, C6H16S overall at a distorted geometry.

Last column: Löwdin charge in e.
Element x y z (Å)
C: -0.090 1.175 1.429  -0.451
C: -1.378 1.959 1.672  -0.114
C: 2.035 2.747 0.652  -0.285
S: 0.727 1.780 -0.060  1.163
H: 0.666 1.005 2.191  0.099
H: -0.385 0.152 1.126  0.074
H: -2.068 1.720 0.865  0.086
H: -1.205 3.038 1.615  0.076
H: 2.727 2.104 1.189  0.080
H: 2.536 3.081 -0.254  0.057
H: 1.520 3.418 1.348  0.084
H: -1.881 1.882 2.632  0.098
C: -0.226 -2.735 -1.685  -0.281
C: -0.088 -2.688 -0.115  -0.119
C: -0.460 -1.310 -2.172  -0.154
H: 0.650 -3.255 -2.049  0.102
H: -1.167 -3.235 -1.910  0.101
H: 0.855 -2.189 0.113  0.064
H: -1.223 -0.748 -1.639  0.058
H: 0.510 -0.801 -2.302  0.063
H: -0.165 -3.704 0.260  0.067
H: -0.989 -2.200 0.269  0.058
H: -0.900 -1.195 -3.175  0.074

Results
Total charge: +1
Largest force on an atom: 0.04763 Eh/bohr
E: -17307.5558 eV
Kohn-Sham gap (spin up / spin down): 10.786 / 5.788 eV
Multiplicity: 2